# 1
# C14H16

A cluster of 2 separate species, C14H16 in total at a distorted geometry (ωB97M-V/def2-TZVPD, the OMol25 dataset).

Output
spin multiplicity: 2
E_HOMO (spin up / spin down): -0.404 / -0.404 hartree
gap between HOMO and LUMO (spin up / spin down): 6.5 / 2.8 eV
LUMO (spin up / spin down): -4.490 / -8.201 eV
<S²>: 0.769
E_tot: -14768.073 eV
total charge: +1

Structure (XYZ):
```
30
C14H16 | the OMol25 dataset | ωB97M-V/def2-TZVPD
C -0.21841 -5.08294 0.51945
C 2.50297 2.07208 -0.04850
C 0.54565 4.01151 2.45203
C 0.99977 3.52384 -1.27203
C -1.02774 -3.73141 -1.36692
C 1.14420 3.58133 1.21818
C -1.41523 -2.87556 0.80852
C 1.89038 2.44406 -1.28563
C -0.97932 -3.90348 0.01096
C -2.36923 -1.76188 -1.14836
C -2.08929 -1.81049 0.22216
C -1.86719 -2.77935 -1.95651
C 0.60153 3.98583 -0.05291
C 2.21278 2.62210 1.14845
H -1.50376 -2.99257 1.88715
H -1.99623 -2.70636 -3.03057
H 0.46921 3.87009 -2.15153
H 0.38770 -5.55280 -0.25724
H -2.87805 -0.91096 -1.58082
H -0.82861 -5.98347 0.70134
H 1.02098 3.77467 3.39788
H -0.10726 4.81095 -0.01568
H 3.14775 1.21738 -0.24613
H 0.42796 -4.79073 1.34461
H -0.40645 3.43023 2.56293
H 0.33471 5.08298 2.55387
H -2.39711 -1.01206 0.89689
H -0.69554 -4.52849 -2.03395
H 2.77846 2.42232 2.04779
H 2.24814 2.05897 -2.23397
```

# 2
# C4H8O2

The molecule C4H8O2 (ωB97M-V/def2-TZVPD, the OMol25 dataset).

Output
E_HOMO: -0.363 hartree
gap between HOMO and LUMO: 10.8 eV
LUMO: 0.970 eV
E_tot: -8372.036 eV

Structure (XYZ):
```
14
C4H8O2 | the OMol25 dataset | ωB97M-V/def2-TZVPD
O 0.91583 -0.18867 1.10593
O 0.45208 1.49347 -1.03319
C -0.51836 -0.71788 -0.72379
C -0.20823 0.69078 1.11331
C 0.72242 -1.15637 0.05554
C -0.56640 0.76920 -0.36763
H 0.62612 -2.17387 0.45146
H -1.43086 -1.21624 -0.37310
H 0.09641 1.66776 1.50309
H 1.60817 -1.11982 -0.58815
H 1.26324 1.30838 -0.53533
H -0.38889 -0.92304 -1.78754
H -1.01385 0.28951 1.74474
H -1.51976 1.25591 -0.59031
```

# 3
# C19H37Br10F3NO6PS

A cluster of 6 separate species, C19H37Br10F3NO6PS in total (ωB97M-V/def2-TZVPD, the OMol25 dataset).

Output
E_HOMO: -0.321 hartree
gap between HOMO and LUMO: 9.1 eV
LUMO: 0.326 eV
E_tot: -762780.064 eV

Structure (XYZ):
```
78
C19H37Br10F3NO6PS | the OMol25 dataset | ωB97M-V/def2-TZVPD
Br -6.33564 2.29104 1.72255
Br 1.54334 -4.80863 -2.15517
Br 1.40176 -8.19296 2.44069
Br 5.89608 6.77935 -3.23360
Br -7.85481 0.15130 4.30648
Br 2.99959 -5.09674 3.59256
Br -2.92172 -5.31954 2.87464
Br -1.16029 -6.87171 0.07357
Br 3.21988 6.98884 -0.75357
Br 4.69298 -3.40095 -0.98274
S 0.77782 -0.57287 -0.11249
P 0.79721 4.43040 0.28731
F -4.73204 0.80826 -1.04364
F -3.20035 0.02244 -2.32281
F -2.90779 0.09834 -0.20779
O -1.03367 4.61066 -2.77530
O 0.38748 -1.94340 -0.03254
O -0.20317 0.11809 -1.15266
O -2.07937 2.53552 -0.20875
O 0.22075 2.97493 -1.89901
O 0.81007 0.25060 1.06358
N -0.25921 5.56391 0.51072
C -3.52979 -6.72642 1.67576
C 0.76539 -6.87824 3.72726
C 3.28961 -4.27326 0.05044
C 2.37040 -0.46756 -0.90663
C -0.93686 3.48047 -2.42385
C 2.56687 0.81921 -1.71643
C 1.19519 3.95352 -1.45002
C 5.07905 8.35839 -2.44759
C 2.80996 2.04614 -0.82847
C -2.84878 2.20077 -1.34497
C 4.75665 8.15479 -0.99090
C -2.01837 2.44604 -2.61801
C 2.59363 3.35665 -1.59798
C 2.68214 -5.42413 -0.70305
C 1.10866 -5.47202 3.31827
C -6.10762 0.38579 2.03731
C -2.40886 -7.66756 1.32514
C -7.39032 -0.27336 2.46790
C -3.40340 0.75402 -1.23197
H -1.58288 1.51988 -3.00303
H -5.76759 -0.02947 1.09134
H -2.78987 -8.56349 0.84042
H 0.89183 -5.28463 2.27021
H -3.94221 -6.23423 0.80089
H -2.66140 2.85668 -3.39981
H 2.55651 -3.50310 0.27906
H 1.68768 1.00381 -2.33496
H -1.05836 5.23688 1.04195
H 5.57813 7.69553 -0.45042
H -8.23222 0.03485 1.85616
H 2.04528 -6.01097 -0.04193
H -2.66511 2.86339 0.48584
H 1.20137 -7.14608 4.68431
H 2.51416 -1.36887 -1.50327
H -5.32512 0.28623 2.78282
H 5.80236 9.16182 -2.56645
H 4.48960 9.09907 -0.52230
H 3.43339 -6.06829 -1.14877
H 4.19211 8.57301 -3.03512
H 3.82603 1.99415 -0.41941
H 1.14306 4.85624 -2.06501
H -1.83390 -7.95086 2.20233
H 0.57004 -4.75410 3.93205
H 0.51912 3.17410 0.85163
H -0.31602 -6.99432 3.76918
H 3.74963 -4.61737 0.97245
H 3.07259 -0.48240 -0.06413
H 3.42516 0.67457 -2.38130
H -4.31703 -7.25346 2.20988
H -0.01369 1.07868 -1.16819
H 2.13770 1.99685 0.03370
H 2.07903 4.73737 0.77505
H -3.74466 2.83063 -1.38288
H 2.73023 3.16486 -2.67164
H 3.33867 4.11288 -1.31532
H -7.28469 -1.35505 2.42964
```

# 4
# C3H8NPS3

A cluster of 2 separate species, C3H8NPS3 in total at a distorted geometry (ωB97M-V/def2-TZVPD, the OMol25 dataset).

Output
E_HOMO (spin up / spin down): -0.311 / -0.306 hartree
gap between HOMO and LUMO (spin up / spin down): 5.8 / 6.2 eV
LUMO (spin up / spin down): -2.657 / -2.111 eV
E_tot: -46521.123 eV

Structure (XYZ):
```
16
C3H8NPS3 | the OMol25 dataset | ωB97M-V/def2-TZVPD
S -2.22294 -1.16875 -1.63578
S -0.89084 2.61854 1.62284
S -0.73687 1.68496 -2.21871
P -1.62240 0.58236 -0.65302
N -0.16977 -0.09883 -0.11737
C 0.05633 -1.23068 0.76910
C 1.54844 -0.75191 0.95874
C 0.97880 0.58584 0.38962
H -1.50743 2.75366 -2.30250
H 1.55599 0.99545 -0.36167
H -1.13148 -1.90225 -1.62330
H -0.63157 -1.21896 1.59007
H 1.91447 -0.54483 1.86433
H 0.49394 1.30439 1.11611
H 2.22338 -1.36212 0.36180
H 0.14195 -2.24686 0.23976
```

# 5
# C8H12

The molecule C8H12 at a distorted geometry (ωB97M-V/def2-TZVPD, the OMol25 dataset).

Output
E_HOMO: -0.278 hartree
gap between HOMO and LUMO: 8.4 eV
LUMO: 0.835 eV
E_tot: -8484.478 eV

Structure (XYZ):
```
20
C8H12 | the OMol25 dataset | ωB97M-V/def2-TZVPD
C 0.21910 -0.88870 -2.16701
C 1.79963 -0.82117 1.14901
C 0.68666 -0.16820 0.43231
C -1.93545 -0.79419 1.18128
C -0.07643 2.56636 -0.16841
C -0.82156 -0.14084 0.20383
C 0.12499 -0.13620 -0.93278
C 0.00310 1.07219 -0.04660
H 2.36640 -0.34463 1.96044
H 0.81101 -1.79772 -2.02720
H -0.85437 -1.46819 -2.29377
H 0.75509 3.08741 -0.81476
H 2.54909 -1.18258 0.36504
H -1.76687 -1.80458 1.41106
H -2.94057 -0.63295 0.76667
H -1.11157 2.78942 -0.71450
H -0.07323 3.03977 0.93657
H -1.76648 -0.25890 2.20401
H 1.41005 -1.72970 1.62524
H 0.62142 -0.38660 -3.07043
```

# 6
# C4H6I2S

A structure of composition C4H6I2S at a distorted geometry (ωB97M-V/def2-TZVPD, the OMol25 dataset).

Output
E_HOMO (spin up / spin down): -0.311 / -0.306 hartree
gap between HOMO and LUMO (spin up / spin down): 6.6 / 6.4 eV
LUMO (spin up / spin down): -1.826 / -1.904 eV
E_tot: -31279.365 eV

Structure (XYZ):
```
13
C4H6I2S | the OMol25 dataset | ωB97M-V/def2-TZVPD
I 0.56291 -3.14182 0.04939
I 4.63002 0.86290 0.03485
S 0.07744 -0.03844 -1.98541
C 0.39093 -0.29744 -0.30292
C 1.66670 0.10406 0.18425
C -0.77344 0.07133 0.55707
C 2.73513 0.28087 -0.62880
H -0.78370 0.13095 1.59677
H -1.81640 -0.39522 0.50568
H -1.23272 -0.38934 -1.88878
H -1.03754 1.05368 0.10190
H 1.64948 0.26696 1.31245
H 2.62943 -0.01808 -1.75128
```

> Number 1 is which compound?

C14H16